Below is a molecular structure, C10F30Li2N5O20S10 in a non-equilibrium geometry, with properties calculated with ωB97M-V/def2-TZVPD.

Results
- Maximum force: 4.21 eV/A
- E_LUMO: 5.05 eV
- Gap between HOMO and LUMO: 0.286 Eh
- E_HOMO: -2.719 eV
- Relative energy (zero: lowest compared OMol25 entry of this formula, charge and spin): 87.1 kcal per mole
- Total charge: -3

XYZ file:
```
77
Properties=species:S:1:pos:R:3:lowdin_charge:R:1
S 1.10 16.18 -8.09 0.565
S -1.41 10.05 -6.41 0.559
S 0.29 14.33 -13.50 0.577
S 0.01 8.91 -12.49 0.676
S -0.30 14.12 -8.70 0.719
S 0.76 16.97 -13.66 0.643
S 0.91 10.46 -7.77 0.695
S 3.96 12.99 -10.77 0.691
S -2.13 10.27 -12.56 0.583
S 5.58 15.07 -10.92 0.530
F -3.29 11.80 -7.16 0.152
F -4.51 11.41 -12.22 0.151
F 1.23 8.22 -9.07 0.089
F 3.78 11.06 -8.95 0.117
F 5.56 12.32 -8.73 0.145
F -4.02 10.21 -5.84 0.116
F 1.30 7.94 -6.90 0.162
F -2.33 14.83 -7.07 0.144
F 1.98 9.61 -10.95 0.142
F 7.03 17.16 -9.80 0.094
F 1.78 10.82 -12.76 0.151
F 3.63 13.03 -8.09 0.180
F 1.38 18.82 -7.84 0.132
F 0.04 18.19 -9.48 0.122
F -3.38 11.07 -10.38 0.112
F 2.13 18.01 -9.72 0.118
F 2.65 8.78 -12.79 0.177
F 3.36 16.59 -13.65 0.104
F -2.77 12.69 -11.66 0.166
F 2.05 14.77 -15.49 0.123
F -2.27 15.95 -8.93 0.161
F 2.98 8.74 -7.96 0.177
F 5.40 17.83 -11.03 0.100
F -3.57 9.81 -7.96 0.126
F 1.50 12.74 -15.37 0.109
F 4.95 16.95 -9.14 0.095
F 2.69 18.21 -15.00 0.103
F 2.78 18.52 -12.83 0.136
F -2.95 13.89 -8.90 0.114
F 2.91 13.59 -13.89 0.130
O 0.14 16.34 -7.00 -0.342
O 2.55 12.72 -10.99 -0.355
O 6.54 14.35 -10.12 -0.337
O -0.23 8.74 -13.91 -0.267
O -1.39 8.74 -5.79 -0.320
O -1.83 10.85 -13.85 -0.268
O 5.95 15.25 -12.30 -0.322
O 0.18 13.16 -12.65 -0.380
O 4.88 12.33 -11.67 -0.311
O -0.09 7.69 -11.76 -0.289
O 0.09 17.95 -12.85 -0.326
O 0.25 16.91 -15.01 -0.321
O 0.16 13.50 -7.45 -0.304
O -0.89 14.63 -14.26 -0.294
O -0.99 11.12 -5.55 -0.278
O -2.99 9.09 -12.49 -0.316
O 1.50 10.98 -6.57 -0.240
O -0.56 13.16 -9.77 -0.405
O 2.45 15.82 -7.67 -0.296
O 1.12 11.20 -8.98 -0.349
N 0.52 15.47 -9.37 -0.248
N 4.06 14.74 -10.70 -0.244
N -0.79 10.03 -7.85 -0.382
N -0.85 10.17 -11.60 -0.424
N 0.90 15.56 -12.67 -0.244
C 1.77 9.60 -12.24 -0.683
C -3.23 10.51 -6.89 -0.652
C 2.52 17.64 -13.78 -0.631
C -2.11 14.78 -8.37 -0.676
C -3.31 11.48 -11.65 -0.652
C 4.27 12.30 -8.96 -0.670
C 1.16 17.94 -8.80 -0.673
C 1.68 8.71 -7.90 -0.670
C 1.80 13.82 -14.62 -0.636
C 5.77 16.85 -10.19 -0.617
Li 0.31 11.71 -10.99 0.595
Li -1.10 9.63 -9.70 0.638
```